Record 1
A 2-piece molecular cluster, C6H8N2O4 overall, computed with wB97M-V/def2-TZVPD.

```
20
Properties=species:S:1:pos:R:3
C 0.535 -1.161 3.232
C 0.264 0.247 2.913
C -0.070 1.327 2.475
C -0.393 2.412 1.542
C 0.595 -1.665 -2.782
C 0.496 -1.069 -1.399
H 0.613 -1.350 4.299
H 1.479 -1.502 2.776
H -0.282 -1.759 2.815
H -1.679 2.831 0.257
H 1.758 -2.742 -3.991
H 2.395 -2.685 -2.419
H 1.281 -1.214 -0.637
H -1.580 0.302 0.203
N 1.774 -2.279 -3.100
N -0.623 -0.511 -1.165
O -1.505 2.076 0.861
O 0.224 3.426 1.360
O -0.353 -1.675 -3.537
O -0.943 -0.440 0.151
```

Values from the calculation:
- HOMO level (eV) = -9.7
- structure (SMILES) = NC(=O)/C=N/O.CC#CC(=O)O
- charge = 0
- ΔE to the lowest compared entry with this formula, charge and spin (eV) = 4.9156


Record 2
C36H31FNO3PReS6 as an isolated structure, computed with wB97M-V/def2-TZVPD.

```
80
Properties=species:S:1:pos:R:3
Re 0.039 0.436 -0.299
N 1.801 -0.394 0.903
C 2.329 -1.691 0.597
C 3.241 -2.295 1.454
C 3.760 -3.539 1.145
C 3.387 -4.175 -0.029
C 2.489 -3.576 -0.898
C 1.933 -2.342 -0.576
P 0.737 -1.450 -1.649
C 1.863 -1.201 -3.066
C 1.583 -1.559 -4.377
C 2.520 -1.318 -5.370
C 3.730 -0.720 -5.066
C 4.009 -0.346 -3.760
C 3.081 -0.588 -2.768
C -0.542 -2.583 -2.253
C -0.701 -3.909 -1.876
C -1.755 -4.646 -2.386
C -2.655 -4.067 -3.263
C -2.518 -2.734 -3.621
C -1.472 -1.991 -3.109
H 1.515 -0.330 1.895
H 2.522 0.323 0.784
H 3.537 -1.782 2.356
H 4.463 -4.004 1.819
H 3.796 -5.148 -0.259
H 2.218 -4.064 -1.825
H 0.643 -2.033 -4.626
H 2.303 -1.594 -6.392
H 4.460 -0.543 -5.842
H 4.942 0.141 -3.521
H 3.295 -0.296 -1.748
H -0.013 -4.367 -1.183
H -1.880 -5.678 -2.090
H -3.471 -4.651 -3.662
H -3.235 -2.277 -4.286
H -1.369 -0.943 -3.357
S -2.061 3.765 -6.542
C -1.561 3.111 -5.134
S 0.125 2.930 -4.698
C -0.138 2.211 -3.120
C -1.448 2.027 -2.757
S -1.975 1.305 -1.295
S -2.663 2.536 -3.908
S 1.201 1.831 -2.144
C 0.519 0.943 5.768
C 0.484 1.279 4.281
O 0.500 0.132 3.445
H 0.524 1.862 6.343
H 1.413 0.376 6.015
H -0.355 0.363 6.056
H 1.372 1.854 4.007
H -0.400 1.887 4.060
H -0.361 -0.297 3.489
O -2.217 7.635 4.050
C -2.592 6.342 4.003
O -3.523 5.952 4.655
C -1.790 5.442 3.135
C -2.374 4.228 2.765
C -1.668 3.291 2.047
C -0.342 3.544 1.704
S 0.689 2.343 1.015
C 0.246 4.764 2.047
C -0.474 5.709 2.743
H -1.515 7.831 3.416
H -3.392 4.038 3.070
H -2.113 2.350 1.766
H 1.277 4.950 1.775
H 0.024 6.633 3.010
F -3.932 -3.472 2.692
C -3.074 -2.628 2.076
C -1.857 -3.105 1.632
C -0.987 -2.229 1.007
C -1.292 -0.882 0.792
C -2.543 -0.457 1.252
C -3.429 -1.305 1.895
H -1.596 -4.144 1.773
H -0.040 -2.632 0.672
H -2.862 0.564 1.093
H -4.381 -0.944 2.248
```

Values from the calculation:
- ⟨S²⟩ = 3.784
- HOMO level (spin up / spin down) (eV) = -7.0 / -7.0
- charge = 0
- spin multiplicity = 4


Record 3
An isolated ion of composition C5H8N and charge +1, computed with wB97M-V/def2-TZVPD.

```
14
Properties=species:S:1:pos:R:3
C -1.070 -1.148 0.599
C -0.044 -0.671 1.300
C -0.424 0.828 -2.536
C 0.026 0.438 -1.069
C 0.916 -0.464 2.356
N -0.282 -0.163 0.004
H -1.821 -1.824 0.128
H -1.266 0.238 -2.863
H 0.465 0.811 -3.120
H -0.795 1.830 -2.318
H 0.820 1.154 -0.785
H 1.110 -1.365 3.132
H 0.569 0.322 3.135
H 1.797 0.013 2.034
```

Values from the calculation:
- HOMO level (eV) = -14.3
- structure (SMILES) = C/C=[N+]1C=C\1C
- charge = +1
- ΔE to the lowest compared entry with this formula, charge and spin (eV) = 4.5369


Record 4
C39H31CoGeN3O2 as an isolated structure, computed with wB97M-V/def2-TZVPD.

```
77
Properties=species:S:1:pos:R:3
Co 1.325 1.971 -0.821
C -0.157 6.002 -0.576
C 0.608 4.910 -0.999
N 0.823 3.859 -0.234
C 0.297 3.818 1.014
C -0.499 4.873 1.521
C -0.710 5.985 0.680
C -1.013 4.760 2.832
C -0.753 3.634 3.574
C 0.041 2.594 3.093
C 0.612 2.667 1.823
N 1.436 1.802 1.189
C 2.282 0.849 1.627
C 2.500 0.382 2.924
C 3.477 -0.579 3.178
C 4.283 -1.080 2.185
C 4.144 -0.612 0.863
C 4.987 -1.012 -0.195
C 4.801 -0.462 -1.438
C 3.794 0.487 -1.625
N 2.982 0.872 -0.656
C 3.131 0.336 0.581
H -0.295 6.844 -1.235
H 1.063 4.900 -1.980
H -1.301 6.812 1.042
H -1.610 5.562 3.237
H -1.172 3.550 4.567
H 0.178 1.723 3.710
H 1.934 0.770 3.752
H 3.605 -0.936 4.188
H 5.046 -1.812 2.404
H 5.783 -1.721 -0.021
H 5.424 -0.737 -2.271
H 3.672 0.973 -2.584
O -0.041 2.272 -2.466
C -0.805 1.410 -2.001
O -0.426 0.754 -0.973
C -2.153 1.133 -2.597
C -2.823 -0.068 -1.950
Ge -1.531 -1.250 -0.924
C 0.104 -1.769 -1.942
C 1.227 -2.274 -1.305
C 2.383 -2.529 -2.024
C 2.432 -2.280 -3.385
C 1.311 -1.784 -4.030
C 0.158 -1.529 -3.308
C -1.404 -1.076 1.064
C -0.991 -2.177 1.804
C -0.969 -2.132 3.186
C -1.411 -1.000 3.847
C -1.845 0.092 3.116
C -1.819 0.064 1.733
C -2.708 -2.924 -0.986
C -3.914 -2.851 -0.317
C -4.866 -3.835 -0.521
C -4.593 -4.886 -1.379
C -3.366 -4.973 -2.011
C -2.413 -3.984 -1.815
H -2.008 0.991 -3.670
H -2.748 2.043 -2.482
H -3.318 -0.680 -2.704
H -3.599 0.241 -1.248
H 1.203 -2.461 -0.240
H 3.251 -2.923 -1.515
H 3.341 -2.466 -3.940
H 1.333 -1.588 -5.094
H -0.708 -1.126 -3.818
H -0.703 -3.085 1.290
H -0.634 -2.991 3.747
H -1.430 -0.977 4.927
H -2.223 0.964 3.626
H -2.128 0.936 1.172
H -4.116 -2.024 0.352
H -5.821 -3.770 -0.021
H -5.342 -5.643 -1.554
H -3.149 -5.800 -2.671
H -1.457 -4.034 -2.318
```

Values from the calculation:
- ⟨S²⟩ = 6.084
- HOMO level (spin up / spin down) (eV) = -10.3 / -10.3
- charge = +1
- spin multiplicity = 5
- ΔE to the lowest compared entry with this formula, charge and spin (eV) = 0.0000


Record 5
A 2-piece molecular cluster, C10H16O overall, computed with wB97M-V/def2-TZVPD.

```
27
Properties=species:S:1:pos:R:3
C 0.035 -1.484 0.123
C 0.180 -2.782 0.933
C 0.295 -0.211 0.884
C -0.553 0.146 1.927
C 1.427 0.548 0.616
C -0.245 1.220 2.744
C 1.711 1.676 1.378
C 0.865 1.993 2.423
O 1.140 3.151 3.118
H 0.699 -1.659 -0.724
H -0.977 -1.429 -0.288
H -0.417 -2.882 1.838
H -1.461 -0.431 2.043
H 2.122 0.220 -0.138
H -0.833 1.460 3.622
H 2.548 2.296 1.196
H 0.565 3.201 3.889
H 1.231 -2.931 1.197
H -0.055 -3.601 0.253
C -1.252 0.615 -2.780
C -0.816 -0.196 -4.004
H -1.003 1.666 -2.872
H -2.325 0.483 -2.636
H -0.782 0.250 -1.868
H -1.043 0.271 -4.955
H 0.248 -0.417 -3.898
H -1.305 -1.171 -4.022
```

Values from the calculation:
- HOMO level (eV) = -8.4
- structure (SMILES) = CCc1ccc(O)cc1.CC
- charge = 0
- ΔE to the lowest compared entry with this formula, charge and spin (eV) = 0.8673


Number 1: strongest force on any atom 1.36 eV Å⁻¹. Number 2: strongest force on any atom 1.27 eV Å⁻¹. Number 3: strongest force on any atom 4.67 eV Å⁻¹. Number 4: strongest force on any atom 2.13 eV Å⁻¹. Number 5: strongest force on any atom 1.10 eV Å⁻¹.